[1]
Molecular formula: C5H14NO2
Method: DFT, wB97M-V/def2-TZVPD

Last columns: bonded neighbours and bond lengths (Å).
Cartesian coordinates (Å):
1 C 0.33990 0.71936 -0.12818  N2 1.432, C5 1.610, H8 1.141, H9 1.087
2 N -0.71364 0.73814 -1.09748  C1 1.432, C3 1.540, H10 1.080
3 C -1.95131 1.53006 -0.63606  N2 1.540, O4 1.340, H11 1.285, H12 1.144
4 O -1.76802 2.85680 -0.60301  C3 1.340
5 C 1.10529 -0.69327 -0.23486  C1 1.610, C6 1.507, H13 1.096, H14 1.144
6 C 0.72094 -1.84518 0.65805  C5 1.507, C7 1.554, H15 1.050, H16 1.116
7 C 1.38010 -3.17283 0.18985  C6 1.554, H17 1.084, H18 1.164, H19 1.181
8 H 1.06776 1.57177 -0.33937  C1 1.141
9 H 0.15297 0.76860 0.94187  C1 1.087
10 H -0.39900 1.04276 -2.08481  N2 1.080
11 H -2.83840 1.39862 -1.55636  C3 1.285
12 H -2.27395 1.07303 0.36135  C3 1.144
13 H 2.15726 -0.39379 -0.16066  C5 1.096
14 H 0.84834 -1.01699 -1.30150  C5 1.144
15 H 0.86436 -1.71937 1.69017  C6 1.050
16 H -0.37656 -1.75538 0.47878  C6 1.116
17 H 0.68819 -3.40073 -0.61235  C7 1.084
18 H 1.49298 -3.92397 1.07144  C7 1.164
19 H 2.41680 -2.95529 -0.33180  C7 1.181
20 H -0.40150 2.57682 1.00593  O22 1.017
21 H -1.55572 3.51774 0.99715  O22 1.015
22 O -0.95678 3.08309 1.69185  H20 1.017, H21 1.015

Properties
Spin multiplicity   1
F_max   3.2 eV/Å
Energy relative to the best compared isomer or geometry (same formula, charge and spin)   53.1 kcal per mole
M   120.172 g/mol
LUMO energy   3.53 eV
Net charge   -1
HOMO-LUMO gap   6.46 eV

Here are the natural (NBO) charges for atoms 1 to 5, given in e: number 1, C, carries -0.233; number 2, N, carries -0.725; number 3, C, carries 0.147; number 4, O, carries -0.963; number 5, C, carries -0.392

---

[2]
Molecular formula: C14H26N2O6
Method: DFT, wB97M-V/def2-TZVPD

Last columns: bonded neighbours and bond lengths (Å).
Cartesian coordinates (Å):
1 O -7.57697 2.08683 0.87371  C2 1.228
2 C -6.79194 2.39607 -0.01890  O1 1.228, C3 1.563, O6 1.362
3 C -7.04581 2.36680 -1.56103  C2 1.563, C4 1.482, H7 1.090, H8 1.090
4 C -5.81679 2.99272 -2.10304  C3 1.482, C5 1.532, H9 1.090, H10 1.090
5 C -5.03817 3.60647 -0.93493  C4 1.532, O6 1.466, H11 1.090, H12 1.090
6 O -5.59062 2.97209 0.26533  C2 1.362, C5 1.466
7 H -7.25009 1.33663 -1.85281  C3 1.090
8 H -7.79772 3.15210 -1.63877  C3 1.090
9 H -5.07121 2.33980 -2.55682  C4 1.090
10 H -6.09240 3.64781 -2.92947  C4 1.090
11 H -3.96582 3.41131 -0.92681  C5 1.090
12 H -4.96399 4.68996 -1.02782  C5 1.090
13 O 0.53273 -0.83510 0.74862  C14 1.223
14 C 1.59787 -0.23702 0.79701  O13 1.223, C15 1.544, O18 1.428
15 C 1.77363 1.29252 0.67485  C14 1.544, C16 1.580, H19 1.090, H20 1.090
16 C 3.27486 1.37427 1.16090  C15 1.580, C17 1.541, H21 1.090, H22 1.090
17 C 3.90999 -0.02985 1.12843  C16 1.541, O18 1.395, H23 1.090, H24 1.090
18 O 2.81224 -0.88984 1.16892  C14 1.428, C17 1.395
19 H 1.56962 1.65911 -0.33117  C15 1.090
20 H 1.14197 1.83247 1.38023  C15 1.090
21 H 3.69972 2.07125 0.43854  C16 1.090
22 H 3.37862 1.73255 2.18509  C16 1.090
23 H 4.49955 -0.28959 0.24919  C17 1.090
24 H 4.47089 -0.09755 2.06058  C17 1.090
25 C 4.45387 -2.29478 7.38683  N26 1.464, H30 1.090, H31 1.090, H32 1.090
26 N 3.00471 -2.50274 7.36626  C25 1.464, C27 1.326, H33 1.010
27 C 2.20468 -2.24571 8.39183  N26 1.326, C28 1.543, O29 1.213
28 C 0.73688 -2.61344 8.08942  C27 1.543, H34 1.090, H35 1.090, H36 1.090
29 O 2.40574 -1.79107 9.49877  C27 1.213
30 H 4.89423 -2.56689 6.42759  C25 1.090
31 H 4.78600 -2.94168 8.19881  C25 1.090
32 H 4.37178 -1.21752 7.53125  C25 1.090
33 H 2.75669 -2.95244 6.49657  N26 1.010
34 H 0.14116 -1.83358 8.56379  C28 1.090
35 H 0.41177 -3.56369 8.51302  C28 1.090
36 H 0.56736 -2.79358 7.02786  C28 1.090
37 C -0.16439 -0.86150 -9.18148  N38 1.486, H42 1.090, H43 1.090, H44 1.090
38 N 0.70676 -1.38924 -8.10005  C37 1.486, C39 1.348, H45 1.010
39 C 0.84757 -0.73309 -6.93051  N38 1.348, C40 1.519, O41 1.247
40 C 1.85293 -1.36663 -5.98402  C39 1.519, H46 1.090, H47 1.090, H48 1.090
41 O 0.27254 0.34842 -6.69624  C39 1.247
42 H -0.74280 -1.69837 -9.57287  C37 1.090
43 H 0.48813 -0.46848 -9.96113  C37 1.090
44 H -0.97412 -0.20214 -8.86894  C37 1.090
45 H 1.09646 -2.30058 -8.29423  N38 1.010
46 H 2.50391 -2.05633 -6.52127  C40 1.090
47 H 1.20699 -1.81518 -5.22927  C40 1.090
48 H 2.51111 -0.72167 -5.40184  C40 1.090

Properties
Spin multiplicity   1
F_max   3.9 eV/Å
Energy relative to the best compared isomer or geometry (same formula, charge and spin)   47.0 kcal per mole
M   318.370 g/mol
LUMO energy   0.33 eV
Net charge   0
HOMO-LUMO gap   9.80 eV
SMILES string   O=C1CCCO1.O=C1CCCO1.CNC(C)=O.CNC(C)=O

Here are the natural (NBO) charges for atoms 1 to 5, given in e: number 1, O, carries -0.567; number 2, C, carries 0.791; number 3, C, carries -0.524; number 4, C, carries -0.449; number 5, C, carries -0.074

---

The lowest net charge belongs to which entry? C5H14NO2